Run A
Formula: C2H7S2
Source: OMol25
Level of theory: ωB97M-V with the def2-TZVPD basis set

XYZ file:
```
11
Properties=species:S:1:pos:R:3
S 1.90301 -1.43032 -0.01287
H 2.97442 -0.54739 -0.21104
C -1.02689 0.08275 1.52288
C -1.44432 1.17267 0.63230
S -0.79133 0.87509 -1.12705
H 0.06559 0.03067 1.66962
H -1.30855 -0.87106 1.11283
H -1.49556 0.01005 2.52424
H -2.53160 1.26878 0.59058
H -0.99862 2.17287 0.78394
H 0.08404 -0.15884 -0.97784
```

Charge   -1

---

Run B
Formula: C2H7S2
Source: OMol25
Level of theory: ωB97M-V with the def2-TZVPD basis set

XYZ file:
```
11
Properties=species:S:1:pos:R:3
C -1.23614 -0.33268 -1.33230
S -2.48658 0.63030 -0.45069
H -1.58571 -1.35098 -1.48731
H -0.87454 0.07790 -2.27214
H -0.35910 -0.34914 -0.68406
H -1.62564 1.51513 0.09567
C 1.64651 -0.12666 1.30936
S 1.64069 1.23953 0.10551
H 0.66350 -0.22052 1.77656
H 1.83507 -1.09841 0.83570
H 2.38193 0.01554 2.10370
```

Charge   -1

---

Run C
Formula: C2H7S2
Source: OMol25
Level of theory: ωB97M-V with the def2-TZVPD basis set

XYZ file:
```
11
Properties=species:S:1:pos:R:3
C 1.12847 -0.62242 -0.13187
S 2.71323 -0.05047 -1.18161
H 1.49073 -1.17523 0.83982
H 0.63772 -1.37452 -0.78355
H 0.56996 0.40449 0.14895
H 3.15357 0.79886 -0.25319
C -1.95158 0.32262 0.35372
S -1.46116 1.61682 -0.86018
H -1.20246 0.06760 1.10869
H -2.19566 -0.69798 -0.13440
H -2.88282 0.71021 0.89361
```

Charge   -1

---

Verdict on stability: run C comes out at the bottom.

---

Run A
Formula: C2H3FINO
Source: OMol25
Level of theory: ωB97M-V with the def2-TZVPD basis set

XYZ file:
```
9
Properties=species:S:1:pos:R:3
C -1.21193 -0.00682 -0.03040
C 0.92510 1.06200 0.26538
N -0.73533 -1.17960 -0.17651
O -2.09249 0.70635 -0.11332
F 0.96633 2.09591 -0.59233
I 2.25939 -0.47504 -0.36972
H 1.07337 1.22082 1.32193
H 0.25766 -1.51371 -0.09405
H -1.44211 -1.90991 -0.21099
```

Charge   0

---

Run B
Formula: C2H3FINO
Source: OMol25
Level of theory: ωB97M-V with the def2-TZVPD basis set

XYZ file:
```
9
Properties=species:S:1:pos:R:3
C 1.84664 0.59997 0.30726
C -2.23583 -0.42372 -0.06511
N -2.04450 -1.41698 -0.67332
O -1.89270 -2.54700 -1.05606
F 1.41789 -0.56363 -0.11148
I -2.75445 1.52643 0.25103
H 2.41188 0.48030 1.24904
H 2.41434 1.16712 -0.38182
H 0.83673 1.17749 0.48044
```

SMILES string   [O-][N+]#CI.CF
Charge   0

---

Verdict on stability: run B comes out at the bottom.

---

Run A
Formula: CH4N2O3S
Source: OMol25
Level of theory: ωB97M-V with the def2-TZVPD basis set

XYZ file:
```
11
Properties=species:S:1:pos:R:3
C -2.79977 1.34961 -0.33152
N -3.14510 1.75683 0.73496
N 2.79546 -1.75628 -0.10093
O -2.42484 0.85312 -1.32101
O 0.07535 -0.77956 -0.04627
O 0.35923 1.65148 -0.15550
S 0.44529 0.38508 -0.83844
H -3.03123 2.33898 1.50547
H 1.99610 -2.36735 -0.42260
H 3.46140 -2.31286 0.41284
H 2.26810 -1.11907 0.56300
```

Charge   0

---

Run B
Formula: CH4N2O3S
Source: OMol25
Level of theory: ωB97M-V with the def2-TZVPD basis set

XYZ file:
```
11
Properties=species:S:1:pos:R:3
C 0.39081 -0.51301 0.62975
N 0.70839 -0.30207 1.94301
N -0.73986 -0.15876 0.05517
O -0.68626 1.76498 -1.55484
O -1.59152 -0.50179 -2.35175
O 0.90949 -0.18914 -1.97982
S -0.53418 0.35650 -1.82064
H 1.11242 -1.03318 -0.04548
H 1.62343 -0.48726 2.28676
H 0.09009 0.31067 2.50807
H -1.28280 0.75307 0.32977
```

Charge   0

---

Verdict on stability: run B comes out at the bottom.

---

Run A
Formula: C4H6OS3
Source: OMol25
Level of theory: ωB97M-V with the def2-TZVPD basis set

XYZ file:
```
14
Properties=species:S:1:pos:R:3
C -2.33878 1.09319 -0.88423
C -0.28343 -0.66968 0.05457
C 0.64323 0.49106 -0.25413
C 0.82911 1.43101 1.02125
H -3.45360 1.14337 -0.73273
H -1.87840 2.02906 -0.44165
H -2.09849 1.00911 -1.95367
H 0.18913 1.09702 -1.00537
H 2.47529 1.12526 -1.39697
H 1.40629 1.05601 1.84115
O 0.33189 2.51872 1.03695
S -2.01189 -0.45779 -0.03905
S 0.25138 -2.07812 0.59097
S 2.23576 -0.06928 -0.81637
```

SMILES string   CSC(=S)[C@H](S)C=O
Charge   0

---

Run B
Formula: C4H6OS3
Source: OMol25
Level of theory: ωB97M-V with the def2-TZVPD basis set

XYZ file:
```
14
Properties=species:S:1:pos:R:3
C -1.87004 -0.82630 0.73560
C -0.42332 -0.79129 0.21264
C 0.37900 0.57960 -0.02786
C 1.79563 0.55035 -0.53612
H -1.54391 0.86444 -0.84618
H -2.03340 -0.14923 1.62257
H -2.31132 -1.89317 0.99772
H -0.24181 -1.22509 -0.94003
H 1.15668 -2.20415 0.34282
H 1.90405 1.62475 -0.99213
O 0.46186 -1.60587 1.05531
S -2.78719 -0.38224 -0.80947
S -0.26109 2.06978 0.48956
S 3.05373 -0.51534 -0.36339
```

Charge   0

---

Verdict on stability: run B comes out at the bottom.

---

Run A
Formula: C6H29NO8
Source: OMol25
Level of theory: ωB97M-V with the def2-TZVPD basis set

XYZ file:
```
44
Properties=species:S:1:pos:R:3
C 0.56789 2.07857 -0.09929
C -0.37863 2.68908 0.89059
O -1.03729 1.67361 1.63868
N -0.12390 1.11561 -1.01941
C 0.77272 0.00296 -1.28633
C 0.50568 -0.69963 -2.66504
C 1.58343 -1.77743 -2.77275
C -0.91335 -1.16899 -2.80500
H 1.43939 1.64271 0.38154
H 1.01779 2.76589 -0.82703
H -1.16032 3.33641 0.47587
H 0.09038 3.34572 1.62986
H -1.83373 1.32701 1.14844
H -1.00823 0.74503 -0.69900
H 0.69748 -0.82476 -0.56780
H 1.78243 0.39306 -1.40175
H 0.72252 0.12318 -3.36444
H 1.39395 -2.54196 -2.01877
H 2.55338 -1.31149 -2.55390
H 1.68920 -2.34082 -3.70587
H -1.25195 -1.96609 -2.14124
H -1.13808 -1.48854 -3.82025
H -1.68592 -0.43183 -2.50609
H 1.94232 -3.07137 1.91399
H 2.06457 -3.45626 0.53714
O 1.35893 -3.22668 1.15386
H -3.92577 0.96289 0.71685
H -3.24596 1.82773 -0.37385
O -3.11856 1.04198 0.19128
H 2.50102 1.03689 3.33765
H 1.02220 1.54375 3.23606
O 1.91477 1.67318 2.91163
H -2.05521 2.32582 -2.38422
H -1.77955 3.26151 -1.16396
O -2.46246 2.93258 -1.75405
H -0.92221 -3.72990 0.84635
H -0.24018 -2.59737 0.24634
O -1.12595 -2.99840 0.25286
H -1.19550 -0.99587 2.87974
H -0.50163 0.25097 2.37986
O -0.36554 -0.51943 2.98636
H 1.55949 -0.82422 4.00064
H 1.98874 -0.90440 2.65618
O 2.30165 -1.22073 3.51828
```

SMILES string   CC(C)CNCCO.O.O.O.O.O.O.O
Charge   0

---

Run B
Formula: C6H29NO8
Source: OMol25
Level of theory: ωB97M-V with the def2-TZVPD basis set

XYZ file:
```
44
Properties=species:S:1:pos:R:3
C 2.48719 -1.91036 0.79169
C 1.78329 -0.54497 0.99400
C 0.31012 -0.73008 0.63722
C -0.43114 0.56853 0.49304
C -0.91505 1.00408 -0.66668
C -1.65186 2.31303 -0.77960
N 2.42819 0.42624 0.09369
H 2.59892 -1.98300 -0.28778
H 3.50641 -1.96361 1.19286
H 1.96086 -2.71092 1.31481
H 1.95674 -0.08284 1.97250
H -0.21587 -1.37048 1.35592
H 0.26603 -1.28124 -0.30744
H -0.38029 1.39916 1.19509
H -0.94838 0.44877 -1.59465
H -1.77323 2.79097 0.18997
H -1.25333 2.97355 -1.55894
H -2.63984 2.15098 -1.23733
H 3.36964 0.13982 -0.15297
H 2.01682 0.54922 -0.82787
H 1.15731 -0.60939 -3.11109
H 2.35413 0.08643 -3.52774
O 1.69179 0.14340 -2.81973
H 1.55295 1.92641 -3.01663
H 1.48921 3.53416 -2.95924
O 1.93921 2.74319 -2.66349
H -2.17117 0.14567 3.75370
H -1.05316 1.08813 4.08009
O -1.98913 1.08674 3.84641
H -0.47570 -1.94485 -3.86089
H -1.16732 -0.50869 -3.81053
O -1.02594 -1.34212 -3.35781
H -2.59519 -3.40558 2.19421
H -1.46827 -2.52631 2.73300
O -2.34829 -2.85610 2.94565
H -1.16583 -2.82741 -1.78004
H -1.49648 -1.55713 -0.97030
O -1.09823 -2.42934 -0.91396
H 1.74571 3.76743 2.10679
H 1.89391 2.23682 1.64188
O 1.57854 2.84942 2.31320
H -3.33517 0.18324 1.43092
H -3.20843 -1.26171 1.85854
O -3.27965 -0.70927 1.06948
```

SMILES string   C/C=C/C[C@@H](C)N.O.O.O.O.O.O.O.O
Charge   0

---

Verdict on stability: run B comes out at the bottom.